(1)
Molecular formula: C20H42Cl22N2O3P
Method: DFT, ωB97M-V/def2-TZVPD

Values from the calculation:
* HOMO energy: -4.59 eV
* molecular weight: 1169.51 g/mol
* spin multiplicity: 1
* charge: -1
* frontier orbital gap: 6.430 eV

Positions of all 90 atoms, in Å:
C: 4.864 -1.546 0.420
C: 3.669 -0.522 0.549
P: 2.205 -1.110 1.631
N: 3.342 -2.073 2.636
N: 1.094 0.075 0.694
C: 1.398 1.211 0.922
O: 1.959 2.247 0.901
O: 0.971 -1.562 2.805
C: 0.298 -2.769 2.410
C: 0.397 -2.850 0.843
C: -0.786 -2.327 -0.061
C: -2.066 -1.819 0.721
C: -1.968 -0.259 1.008
C: -3.408 -2.014 -0.110
O: 1.732 -2.365 0.562
H: 4.552 -2.591 0.206
H: 5.555 -1.531 1.303
H: 5.504 -1.194 -0.445
H: 3.306 -0.313 -0.499
H: 4.116 0.442 0.904
H: 2.413 0.037 2.495
H: 2.876 -2.502 3.438
H: 3.972 -1.387 3.067
H: -0.670 -2.993 2.912
H: 1.065 -3.542 2.726
H: 0.501 -3.918 0.494
H: -0.407 -1.495 -0.714
H: -1.144 -3.121 -0.778
H: -2.249 -2.323 1.699
H: -1.776 0.337 0.096
H: -1.200 -0.098 1.806
H: -2.959 0.077 1.417
H: -3.406 -1.448 -1.071
H: -3.653 -3.096 -0.237
H: -4.223 -1.579 0.531
C: 0.571 -5.041 -2.898
Cl: -0.882 -4.967 -1.887
Cl: 1.941 -4.267 -2.102
H: 0.814 -6.083 -3.089
H: 0.372 -4.530 -3.836
C: -1.530 0.538 -3.413
Cl: -2.995 1.433 -2.983
Cl: -0.539 0.240 -1.985
H: -1.816 -0.414 -3.854
H: -0.953 1.117 -4.130
C: -4.241 2.046 4.136
Cl: -3.587 0.416 4.332
Cl: -5.421 2.122 2.816
H: -4.731 2.338 5.061
H: -3.425 2.730 3.916
C: 3.099 0.654 -3.810
Cl: 3.720 -0.985 -3.584
Cl: 1.922 0.718 -5.132
H: 2.620 0.981 -2.894
H: 3.928 1.315 -4.047
C: -4.985 3.654 -0.615
Cl: -5.591 3.754 -2.276
Cl: -4.755 5.262 0.082
H: -5.703 3.108 -0.012
H: -4.032 3.131 -0.618
C: -4.814 1.425 8.131
Cl: -5.402 2.887 7.329
Cl: -3.049 1.373 8.159
H: -5.183 1.413 9.153
H: -5.184 0.556 7.594
C: -3.129 -7.571 -2.805
Cl: -2.478 -9.202 -2.594
Cl: -4.306 -7.516 -4.126
H: -3.618 -7.265 -1.885
H: -2.313 -6.892 -3.032
C: 6.804 3.020 -3.860
Cl: 5.124 3.500 -4.125
Cl: 7.065 1.327 -4.298
H: 7.449 3.645 -4.471
H: 7.046 3.152 -2.810
C: 5.188 -0.060 -7.478
Cl: 6.410 -0.412 -8.709
Cl: 3.827 0.838 -8.157
H: 4.822 -0.997 -7.068
H: 5.644 0.535 -6.691
C: -3.804 6.776 7.521
Cl: -3.148 5.147 7.704
Cl: -4.984 6.851 6.205
H: -4.292 7.065 8.447
H: -2.990 7.462 7.302
C: 2.055 4.753 -1.534
Cl: 1.527 3.130 -1.972
Cl: 0.755 5.935 -1.742
H: 2.365 4.748 -0.492
H: 2.891 5.035 -2.169

(2)
Molecular formula: C20H42F2N3O2
Method: DFT, ωB97M-V/def2-TZVPD

Values from the calculation:
* HOMO energy: -11.87 eV
* molecular weight: 394.57 g/mol
* spin multiplicity: 1
* charge: +1
* frontier orbital gap: 9.182 eV
* structure (SMILES): CCCO[C@]1(F)CN(CCCCCOC)[C@@H](CCF)[C@H](CCCCCN)[NH2+]1

Positions of all 69 atoms, in Å:
C: -1.667 -1.724 -5.175
C: -0.668 -0.810 -4.354
C: -1.535 -0.056 -3.242
O: -1.786 -0.900 -2.093
C: -0.960 -0.551 -0.987
F: 0.332 -0.315 -1.503
C: -0.867 -1.832 -0.077
N: -1.215 -1.698 1.337
C: -0.222 -2.158 2.301
C: 1.043 -1.239 2.554
C: 2.124 -1.220 1.394
C: 2.644 -2.632 0.930
C: 3.660 -2.390 -0.283
O: 3.752 -3.584 -1.092
C: 3.284 -3.345 -2.419
C: -2.039 -0.558 1.701
C: -2.494 -0.443 3.201
C: -1.473 0.218 4.195
F: -2.188 0.703 5.315
C: -1.369 0.787 1.112
C: -2.142 2.104 1.521
C: -1.504 3.427 0.913
C: 0.007 3.661 1.316
C: 0.706 4.519 0.170
C: 1.126 3.657 -1.093
N: 2.035 2.530 -0.788
N: -1.570 0.660 -0.385
H: -2.387 -1.027 -5.700
H: -1.145 -2.304 -5.982
H: -2.195 -2.461 -4.509
H: -0.127 -0.103 -5.033
H: 0.062 -1.510 -3.845
H: -2.544 0.106 -3.734
H: -1.146 0.972 -3.006
H: -1.547 -2.620 -0.531
H: 0.172 -2.261 -0.194
H: -0.639 -2.419 3.321
H: 0.181 -3.145 1.916
H: 1.568 -1.671 3.464
H: 0.820 -0.170 2.818
H: 1.732 -0.564 0.568
H: 3.025 -0.675 1.816
H: 3.271 -3.101 1.741
H: 1.853 -3.342 0.573
H: 4.695 -2.126 0.088
H: 3.336 -1.537 -0.947
H: 3.069 -4.311 -2.965
H: 2.339 -2.728 -2.429
H: 4.039 -2.800 -3.068
H: -3.005 -0.651 1.097
H: -3.431 0.192 3.221
H: -2.774 -1.460 3.601
H: -0.710 -0.515 4.592
H: -0.885 1.062 3.743
H: -0.261 0.830 1.266
H: -2.237 2.262 2.624
H: -3.202 1.982 1.131
H: -2.126 4.283 1.315
H: -1.663 3.469 -0.212
H: 0.075 4.220 2.293
H: 0.607 2.719 1.431
H: 0.008 5.355 -0.115
H: 1.641 4.952 0.630
H: 0.253 3.234 -1.663
H: 1.687 4.355 -1.781
H: 1.550 1.767 -0.309
H: 2.834 2.831 -0.223
H: -1.217 1.481 -0.907
H: -2.585 0.617 -0.562

(3)
Molecular formula: C20H42F5NO10P2
Method: DFT, ωB97M-V/def2-TZVPD

Values from the calculation:
* HOMO energy: -9.99 eV
* molecular weight: 613.49 g/mol
* spin multiplicity: 1
* frontier orbital gap: 9.252 eV
* structure (SMILES): CCC(=O)O[C@@](C)(CN)C(F)(F)C(F)(F)F.CCOP(=O)(OCC)OCC.CCOP(=O)(OCC)OCC

Positions of all 80 atoms, in Å:
C: 7.165 -1.084 -5.206
C: 7.349 0.243 -6.008
C: 6.394 1.295 -5.379
O: 6.873 2.309 -5.042
O: 5.050 1.000 -5.180
C: 4.189 1.337 -6.276
C: 4.691 2.477 -7.201
C: 3.769 0.141 -7.190
N: 4.901 -0.643 -7.712
C: 2.852 1.866 -5.605
F: 3.092 3.167 -5.262
F: 1.831 1.776 -6.478
C: 2.493 1.142 -4.271
F: 3.152 1.600 -3.219
F: 2.651 -0.191 -4.329
F: 1.174 1.338 -4.011
H: 7.171 -0.820 -4.126
H: 6.198 -1.589 -5.380
H: 7.984 -1.810 -5.352
H: 8.396 0.563 -5.858
H: 7.200 0.142 -7.095
H: 3.787 2.902 -7.691
H: 5.169 3.318 -6.676
H: 5.318 2.102 -8.034
H: 3.037 -0.546 -6.719
H: 3.253 0.571 -8.072
H: 4.641 -1.056 -8.607
H: 5.056 -1.452 -7.114
C: 2.175 -3.725 0.626
C: 1.313 -2.974 1.625
O: 0.398 -2.095 0.981
P: -0.778 -2.740 0.026
O: -1.566 -3.507 1.058
O: -1.816 -1.460 -0.087
C: -3.225 -1.693 -0.127
C: -3.857 -1.214 1.162
O: -0.015 -2.260 -1.371
C: 0.171 -0.902 -1.783
C: 1.382 -0.241 -1.161
H: 1.569 -4.399 0.012
H: 2.932 -4.319 1.141
H: 2.673 -3.032 -0.054
H: 0.771 -3.673 2.268
H: 1.947 -2.361 2.266
H: -3.446 -2.747 -0.302
H: -3.628 -1.129 -0.972
H: -3.395 -1.687 2.030
H: -4.928 -1.429 1.177
H: -3.714 -0.137 1.279
H: -0.721 -0.296 -1.645
H: 0.330 -0.952 -2.863
H: 1.192 0.040 -0.124
H: 1.632 0.669 -1.700
H: 2.247 -0.906 -1.173
C: -2.992 -1.537 6.396
C: -3.121 -0.481 7.479
O: -3.845 0.658 7.027
P: -5.430 0.476 6.623
O: -6.005 0.104 7.966
O: -5.932 2.050 6.637
C: -7.249 2.368 7.091
C: -7.170 3.098 8.415
O: -5.106 0.581 4.995
C: -4.629 1.749 4.325
C: -3.126 1.922 4.405
H: -3.972 -1.950 6.132
H: -2.355 -2.356 6.731
H: -2.568 -1.110 5.486
H: -3.598 -0.898 8.370
H: -2.129 -0.133 7.770
H: -7.865 1.472 7.175
H: -7.710 3.013 6.338
H: -6.619 2.514 9.153
H: -8.167 3.306 8.808
H: -6.635 4.043 8.297
H: -5.142 2.655 4.637
H: -4.893 1.606 3.273
H: -2.821 2.291 5.384
H: -2.789 2.651 3.665
H: -2.609 0.978 4.228

(4)
Molecular formula: C20H42IN3O6RuSi4
Method: DFT, ωB97M-V/def2-TZVPD

Values from the calculation:
* energy relative to the best compared isomer or geometry (same formula, charge and spin): 13.4 kcal/mol
* HOMO energy (spin up / spin down): -6.98 / -8.31 eV
* molecular weight: 760.89 g/mol
* spin multiplicity: 5
* frontier orbital gap (spin up / spin down): 6.860 / 6.374 eV

Positions of all 77 atoms, in Å:
Ru: 0.095 0.269 0.887
C: 0.969 1.604 4.531
C: 0.211 0.360 4.257
N: -0.030 -0.196 3.078
C: -0.840 -1.289 3.312
C: -1.064 -1.411 4.646
N: -0.389 -0.369 5.220
C: -1.805 -2.356 5.528
O: -2.469 -3.319 4.936
O: -1.758 -2.185 6.723
C: -1.334 -2.098 2.170
O: -2.115 -3.034 2.391
O: -0.891 -1.738 1.032
H: 1.418 1.978 3.616
H: 1.783 1.424 5.233
H: 0.308 2.361 4.960
H: -0.373 -0.218 6.219
H: -2.367 -3.260 3.934
C: -2.798 -2.179 -1.603
Si: -1.027 -1.996 -2.179
C: -1.039 -2.106 -4.049
C: 0.011 -3.401 -1.535
Si: -0.238 0.112 -1.476
Si: -1.240 1.886 -2.658
C: -0.441 3.496 -2.104
C: -1.163 1.822 -4.528
C: -3.065 1.930 -2.239
Si: 2.112 0.043 -1.902
C: 3.003 -1.586 -1.912
C: 2.897 1.601 -1.244
C: 1.912 0.415 -3.741
H: -3.243 -3.070 -2.056
H: -3.413 -1.319 -1.883
H: -2.831 -2.297 -0.518
H: -1.517 -3.049 -4.334
H: -0.035 -2.106 -4.476
H: -1.604 -1.295 -4.515
H: -0.544 -4.337 -1.653
H: 0.232 -3.273 -0.475
H: 0.951 -3.491 -2.081
H: 0.254 3.863 -2.864
H: 0.130 3.371 -1.183
H: -1.195 4.270 -1.936
H: -0.154 1.883 -4.926
H: -1.728 2.676 -4.916
H: -1.619 0.913 -4.927
H: -3.247 2.072 -1.174
H: -3.568 1.007 -2.541
H: -3.535 2.762 -2.772
H: 2.825 -2.217 -1.046
H: 4.079 -1.396 -1.982
H: 2.702 -2.128 -2.810
H: 2.657 1.793 -0.200
H: 2.548 2.434 -1.859
H: 3.991 1.576 -1.309
H: 1.283 -0.297 -4.276
H: 2.915 0.369 -4.191
H: 1.526 1.416 -3.908
N: 2.510 -1.888 2.441
C: 2.888 -1.003 1.493
O: 1.990 -0.581 0.659
C: 4.218 -0.587 1.381
I: 4.183 1.838 2.663
H: 1.534 -2.100 2.536
H: 3.129 -2.109 3.200
H: 4.520 -0.060 0.493
H: 4.981 -1.040 1.996
C: -0.346 3.409 1.454
O: -1.568 2.653 1.289
C: -1.505 1.384 1.014
C: -2.869 0.771 1.021
H: -0.254 3.652 2.509
H: -0.453 4.313 0.862
H: 0.520 2.836 1.118
H: -3.635 1.518 0.815
H: -3.043 0.375 2.028
H: -2.933 -0.066 0.330

What did the first record say?
Molecular formula: C20H42Cl22N2O3P
Method: DFT, ωB97M-V/def2-TZVPD

Values from the calculation:
* HOMO energy: -4.59 eV
* molecular weight: 1169.51 g/mol
* spin multiplicity: 1
* charge: -1
* frontier orbital gap: 6.430 eV

Positions of all 90 atoms, in Å:
C: 4.864 -1.546 0.420
C: 3.669 -0.522 0.549
P: 2.205 -1.110 1.631
N: 3.342 -2.073 2.636
N: 1.094 0.075 0.694
C: 1.398 1.211 0.922
O: 1.959 2.247 0.901
O: 0.971 -1.562 2.805
C: 0.298 -2.769 2.410
C: 0.397 -2.850 0.843
C: -0.786 -2.327 -0.061
C: -2.066 -1.819 0.721
C: -1.968 -0.259 1.008
C: -3.408 -2.014 -0.110
O: 1.732 -2.365 0.562
H: 4.552 -2.591 0.206
H: 5.555 -1.531 1.303
H: 5.504 -1.194 -0.445
H: 3.306 -0.313 -0.499
H: 4.116 0.442 0.904
H: 2.413 0.037 2.495
H: 2.876 -2.502 3.438
H: 3.972 -1.387 3.067
H: -0.670 -2.993 2.912
H: 1.065 -3.542 2.726
H: 0.501 -3.918 0.494
H: -0.407 -1.495 -0.714
H: -1.144 -3.121 -0.778
H: -2.249 -2.323 1.699
H: -1.776 0.337 0.096
H: -1.200 -0.098 1.806
H: -2.959 0.077 1.417
H: -3.406 -1.448 -1.071
H: -3.653 -3.096 -0.237
H: -4.223 -1.579 0.531
C: 0.571 -5.041 -2.898
Cl: -0.882 -4.967 -1.887
Cl: 1.941 -4.267 -2.102
H: 0.814 -6.083 -3.089
H: 0.372 -4.530 -3.836
C: -1.530 0.538 -3.413
Cl: -2.995 1.433 -2.983
Cl: -0.539 0.240 -1.985
H: -1.816 -0.414 -3.854
H: -0.953 1.117 -4.130
C: -4.241 2.046 4.136
Cl: -3.587 0.416 4.332
Cl: -5.421 2.122 2.816
H: -4.731 2.338 5.061
H: -3.425 2.730 3.916
C: 3.099 0.654 -3.810
Cl: 3.720 -0.985 -3.584
Cl: 1.922 0.718 -5.132
H: 2.620 0.981 -2.894
H: 3.928 1.315 -4.047
C: -4.985 3.654 -0.615
Cl: -5.591 3.754 -2.276
Cl: -4.755 5.262 0.082
H: -5.703 3.108 -0.012
H: -4.032 3.131 -0.618
C: -4.814 1.425 8.131
Cl: -5.402 2.887 7.329
Cl: -3.049 1.373 8.159
H: -5.183 1.413 9.153
H: -5.184 0.556 7.594
C: -3.129 -7.571 -2.805
Cl: -2.478 -9.202 -2.594
Cl: -4.306 -7.516 -4.126
H: -3.618 -7.265 -1.885
H: -2.313 -6.892 -3.032
C: 6.804 3.020 -3.860
Cl: 5.124 3.500 -4.125
Cl: 7.065 1.327 -4.298
H: 7.449 3.645 -4.471
H: 7.046 3.152 -2.810
C: 5.188 -0.060 -7.478
Cl: 6.410 -0.412 -8.709
Cl: 3.827 0.838 -8.157
H: 4.822 -0.997 -7.068
H: 5.644 0.535 -6.691
C: -3.804 6.776 7.521
Cl: -3.148 5.147 7.704
Cl: -4.984 6.851 6.205
H: -4.292 7.065 8.447
H: -2.990 7.462 7.302
C: 2.055 4.753 -1.534
Cl: 1.527 3.130 -1.972
Cl: 0.755 5.935 -1.742
H: 2.365 4.748 -0.492
H: 2.891 5.035 -2.169